[1]
The following is a DFT calculation (ωB97M-V/def2-TZVPD) of a 4-piece molecular cluster, C5H17NO2 overall in a non-equilibrium geometry.

Structure (XYZ):
```
25
C5H17NO2 ωB97M-V/def2-TZVPD
C 0.0502 -2.4424 0.1320
C 0.0996 -0.9691 -0.3720
C -1.0551 -0.0909 0.0101
C -0.9446 1.2939 -0.7688
N -1.2570 1.1074 -2.1425
C -1.4542 2.4324 -2.6963
H 0.2007 -2.4806 1.2245
H 0.7722 -3.1160 -0.3336
H -0.9519 -2.8092 -0.0694
H 1.0526 -0.5231 0.0004
H 0.2036 -0.9845 -1.4791
H -2.0570 -0.3722 -0.4450
H -1.0861 0.0020 1.0669
H -1.8178 1.7742 -0.2515
H 0.0384 1.8232 -0.5616
H 2.4268 1.7361 0.5037
H -2.2845 3.0617 -2.2529
H -0.5338 3.0090 -2.4734
H -1.7264 2.4132 -3.7639
H 2.0003 2.3094 0.7171
H 0.9103 0.1466 3.2113
O 1.1031 -0.2670 2.3481
H 2.6380 -2.7905 3.2054
H 1.7777 -1.6314 2.5843
O 1.8946 -2.6321 2.6061
```

Values from the calculation:
LUMO energy (spin up / spin down) = -8.82 / -8.64 eV
⟨S²⟩ = 0.861
multiplicity = 2
relative energy (zero: lowest compared OMol25 entry of this formula, charge and spin) = 682.3 kJ/mol
HOMO level (spin up / spin down) = -13.80 / -13.66 eV
net charge = +1
DFT total energy = -405.3650 Eh

---

[2]
The following is a DFT calculation (ωB97M-V/def2-TZVPD) of C36H37AsN3OP2Se6V as an isolated structure.

Structure (XYZ):
```
87
C36H37AsN3OP2Se6V ωB97M-V/def2-TZVPD
V 0.6198 -0.8202 -2.7624
Se 1.4060 1.1535 4.0122
P -0.4038 0.8185 2.9896
C -1.4995 2.2678 2.8854
C -1.3594 3.3032 3.7993
C -2.2288 4.3829 3.7601
C -3.2402 4.4269 2.8120
C -3.3793 3.3945 1.8947
C -2.5083 2.3178 1.9261
C -1.3630 -0.3605 4.0024
C -0.7202 -1.5157 4.4468
C -1.3568 -2.3746 5.3258
C -2.6278 -2.0751 5.7962
C -3.2574 -0.9110 5.3846
C -2.6300 -0.0561 4.4900
C -0.1890 0.3913 1.2428
C -0.4892 -0.4283 0.1355
N 0.3552 -0.0094 -0.8479
N 1.0629 1.0103 -0.4087
N 0.7438 1.2763 0.8256
P -1.7398 -1.5982 -0.4353
Se -1.7661 -1.6920 -2.5855
C -1.4429 -3.2415 0.2904
C -1.3690 -3.4265 1.6681
C -1.1277 -4.6845 2.1921
C -0.9538 -5.7673 1.3420
C -1.0213 -5.5865 -0.0297
C -1.2647 -4.3281 -0.5570
C -3.3719 -1.0151 0.1537
C -3.7180 -0.9576 1.4996
C -4.9695 -0.5074 1.8879
C -5.8944 -0.1095 0.9352
C -5.5612 -0.1662 -0.4091
C -4.3105 -0.6172 -0.7977
H -0.5558 3.2574 4.5244
H -2.1110 5.1937 4.4676
H -3.9165 5.2717 2.7809
H -4.1625 3.4292 1.1480
H -2.6089 1.5188 1.2004
H 0.2897 -1.7221 4.1130
H -0.8512 -3.2711 5.6614
H -3.1192 -2.7412 6.4939
H -4.2411 -0.6616 5.7629
H -3.1324 0.8484 4.1728
H -1.4800 -2.5941 2.3443
H -1.0693 -4.8141 3.2657
H -0.7575 -6.7505 1.7509
H -0.8715 -6.4219 -0.7010
H -1.3107 -4.1867 -1.6291
H -3.0181 -1.2606 2.2593
H -5.2171 -0.4712 2.9398
H -6.8725 0.2406 1.2400
H -6.2763 0.1383 -1.1626
H -4.0502 -0.6596 -1.8460
Se 0.2790 -1.1646 -5.4892
Se 1.6357 -3.0582 -5.6620
Se 1.1239 -4.2759 -3.7516
Se 1.9119 -2.8227 -2.0640
C 4.0243 -0.4679 -4.4234
As 2.8418 0.3906 -3.1384
C 2.7104 2.1438 -3.9866
C 4.1056 0.7891 -1.6609
C 5.3971 1.3892 -2.0929
C 5.5475 2.7724 -2.1994
C 6.7399 3.3320 -2.6324
C 7.8133 2.5194 -2.9652
C 7.6830 1.1426 -2.8541
C 6.4893 0.5865 -2.4227
H 4.9224 0.1265 -4.5872
H 3.4685 -0.5796 -5.3541
H 4.2797 -1.4640 -4.0638
H 3.6968 2.5321 -4.2398
H 2.1998 2.8369 -3.3170
H 2.1165 2.0203 -4.8927
H 4.2555 -0.1652 -1.1511
H 3.5565 1.4351 -0.9752
H 4.7155 3.4136 -1.9323
H 6.8322 4.4089 -2.7058
H 8.7456 2.9552 -3.3013
H 8.5158 0.4973 -3.1051
H 6.3935 -0.4900 -2.3409
C -0.9018 2.3278 -2.8012
O -0.3347 1.1736 -3.3962
H -1.9800 2.2104 -2.6567
H -0.7075 3.2145 -3.4104
H -0.4230 2.4489 -1.8307
H -0.7465 0.9833 -4.2473
```

Values from the calculation:
LUMO energy (spin up / spin down) = 2.07 / 2.07 eV
⟨S²⟩ = 0.771
multiplicity = 2
relative energy (zero: lowest compared OMol25 entry of this formula, charge and spin) = 102.2 kJ/mol
HOMO level (spin up / spin down) = -3.72 / -3.24 eV
net charge = -1
DFT total energy = -19904.7827 Eh

---

- Which of these has the lowest DFT total energy?
  C36H37AsN3OP2Se6V